[1]
A single C6H10 molecule at a distorted geometry. Source: the OMol25 dataset; level of theory: wB97M-V/def2-TZVPD.

The energy above the lowest of the compared OMol25 structures with the same formula, charge and spin comes out at 59.6 kcal/mol. The energy comes out at -6381.2731 eV. The structure (SMILES) is CC1=CCCC1. The gap between HOMO and LUMO comes out at 9.8986 eV.

```
! RIJCOSX wB97M-V def2-TZVPD def2/J DEFGRID3
* xyz 0 1
C -1.10 1.22 -1.59
C -0.30 0.37 -0.55
C 1.05 0.45 -0.45
C 1.58 -0.44 0.66
C 0.28 -0.87 1.52
C -0.90 -0.64 0.41
H -1.33 2.34 -1.31
H -0.52 1.27 -2.69
H -2.11 0.58 -1.80
H 1.59 1.00 -1.25
H 2.31 0.08 1.33
H 2.01 -1.45 0.23
H 0.15 0.05 2.43
H 0.24 -1.99 2.15
H -1.07 -1.63 -0.15
H -1.88 -0.33 1.04
*
```

[2]
A single C6H10 molecule at a distorted geometry. Source: the OMol25 dataset; level of theory: wB97M-V/def2-TZVPD.

The energy above the lowest of the compared OMol25 structures with the same formula, charge and spin comes out at 99.7 kcal/mol. The energy comes out at -6379.5344 eV. The gap between HOMO and LUMO comes out at 7.9139 eV.

```
! RIJCOSX wB97M-V def2-TZVPD def2/J DEFGRID3
* xyz 0 1
C 2.15 -0.15 0.11
C 0.67 -0.30 0.45
C -1.26 -1.58 -0.78
C -1.96 -0.39 -0.41
C -1.62 0.75 0.22
C -0.15 1.00 0.51
H 2.63 0.48 0.87
H 2.31 0.32 -0.88
H 2.67 -1.12 0.11
H 0.57 -0.82 1.41
H -0.87 -1.47 -1.85
H 0.21 -1.04 -0.27
H -3.01 -0.59 -0.64
H -2.38 1.45 0.54
H 0.25 1.78 -0.17
H -0.04 1.41 1.53
*
```

[3]
A molecular structure, C6H10 at a distorted geometry. Source: the OMol25 dataset; level of theory: wB97M-V/def2-TZVPD.

The energy above the lowest of the compared OMol25 structures with the same formula, charge and spin comes out at 144.7 kcal/mol. The energy comes out at -6377.5858 eV. The gap between HOMO and LUMO comes out at 6.6461 eV.

```
! RIJCOSX wB97M-V def2-TZVPD def2/J DEFGRID3
* xyz 0 1
C -1.02 -0.18 1.16
C -0.82 0.61 -0.17
C -1.02 1.95 -0.48
C 1.09 0.34 -0.22
C 1.79 -0.87 0.08
C 1.59 -2.04 -0.54
H -0.87 0.36 2.11
H -0.39 -1.07 1.15
H -2.06 -0.55 1.11
H -1.51 2.20 -1.41
H -1.18 2.63 0.33
H 1.26 0.86 -1.18
H 1.28 1.10 0.52
H -1.13 -0.26 -0.77
H 0.75 -2.15 -1.28
H 2.23 -2.90 -0.41
*
```

[4]
A single C6H10 molecule at a distorted geometry. Source: the OMol25 dataset; level of theory: wB97M-V/def2-TZVPD.

The energy above the lowest of the compared OMol25 structures with the same formula, charge and spin comes out at 62.7 kcal/mol. The energy comes out at -6381.1427 eV. The structure (SMILES) is C#CC(C)(C)C. The gap between HOMO and LUMO comes out at 10.5021 eV.

```
! RIJCOSX wB97M-V def2-TZVPD def2/J DEFGRID3
* xyz 0 1
C 2.40 0.73 0.15
C 1.30 0.36 -0.16
C -0.08 -0.06 -0.19
C -0.94 0.90 -1.03
C -0.34 0.16 1.63
C -0.23 -1.51 -0.64
H 3.40 1.04 0.24
H -0.80 1.94 -0.71
H -1.99 0.62 -0.88
H -0.73 0.85 -2.11
H 0.35 -0.61 2.01
H -0.21 1.25 1.71
H -1.26 -0.02 2.23
H -1.27 -1.80 -0.49
H 0.01 -1.67 -1.70
H 0.41 -2.17 -0.05
*
```